Here is a cluster of 3 separate species, C14H14Br2N2O4 in total from the Open Molecules 2025 dataset. Energies are from wB97M-V/def2-TZVPD.

Output
LUMO = -0.04386 hartree
Calculated total energy = -6100.137953 hartree
Largest force on an atom = 4.9 eV/A
Relative energy (zero: lowest compared OMol25 entry of this formula, charge and spin) = 34.3 kcal per mole
HOMO level = -0.3668 Eh

Each line ends with the natural charge from an NBO analysis.
Positions of all 36 atoms, in Å:
Br -13.7301 13.9619 -4.0851  -0.06
C -13.3672 13.5185 -2.1499  -0.40
C -12.6186 14.7274 -1.5516  -0.46
Br -12.2804 14.1324 0.2428  0.01
H -12.8017 12.5877 -2.1939  0.23
H -14.3081 13.3706 -1.6199  0.23
H -13.3386 15.5372 -1.4331  0.24
H -11.6986 15.0120 -2.0621  0.24
C -7.6531 12.3602 -1.9862  -0.10
C -8.8030 12.7316 -1.2774  -0.23
C -9.1025 14.0674 -1.1962  -0.22
C -8.3482 15.0078 -1.8055  0.03
C -7.2827 14.6213 -2.7001  -0.17
C -6.9810 13.2941 -2.7792  -0.25
N -8.5806 16.4846 -1.6053  0.52
O -9.4588 16.9362 -0.8330  -0.39
O -7.7826 17.1671 -2.2053  -0.36
H -7.3724 11.3178 -2.0184  0.22
H -9.4314 12.0750 -0.6940  0.23
H -9.9873 14.3598 -0.6501  0.24
H -6.7089 15.3319 -3.2764  0.24
H -6.1367 13.0196 -3.3942  0.22
C -3.5009 11.6360 -5.1114  -0.15
C -2.8261 12.5929 -4.3941  -0.22
C -3.2502 12.6526 -3.0954  -0.15
C -4.0212 11.5907 -2.4805  0.02
C -4.7204 10.6435 -3.2839  -0.17
C -4.4768 10.6832 -4.6506  -0.23
N -4.1175 11.4753 -1.0872  0.48
O -3.2302 11.9084 -0.3261  -0.35
O -5.1623 10.9050 -0.6206  -0.40
H -3.2777 11.7453 -6.1624  0.21
H -2.2123 13.3259 -4.8964  0.24
H -2.7520 13.4895 -2.6287  0.24
H -5.3070 9.8067 -2.9344  0.25
H -5.0157 10.0037 -5.2942  0.23

Cartesian forces (eV/Å) of the 3 atoms listed first:
Br -0.04 -0.25 0.90
C 0.40 0.87 -1.02
C -1.22 -1.05 -0.26

Here is a cluster of 2 separate species, C5H14OS2 in total from the Open Molecules 2025 dataset. Energies are from wB97M-V/def2-TZVPD.

Output
LUMO = 0.02312 hartree
Calculated total energy = -1070.463541 hartree
Largest force on an atom = 4.9 eV/A
Relative energy (zero: lowest compared OMol25 entry of this formula, charge and spin) = 36.8 kcal per mole
HOMO level = -0.3146 Eh

Each line ends with the natural charge from an NBO analysis.
Positions of all 22 atoms, in Å:
C 2.3846 -1.6283 -0.0613  -0.43
C 2.1163 -3.0533 0.5524  -0.60
C 1.2536 -0.8150 0.4847  -0.48
S 1.2889 0.9708 -0.0413  0.05
S -0.3573 1.4309 1.1886  0.07
C -1.7180 1.1178 0.0523  -0.53
C -3.0264 1.1228 0.9124  -0.60
H 2.2000 -1.6997 -1.1682  0.20
H 3.3842 -1.1392 0.0165  0.21
H 1.6321 -3.6833 -0.3218  0.21
H 1.3060 -3.0855 1.3259  0.21
H 3.0274 -3.4524 0.8796  0.22
H 0.4063 -1.1761 0.0589  0.19
H 1.0910 -0.8264 1.5851  0.22
H -1.6788 1.8838 -0.7054  0.24
H -1.5602 0.0985 -0.2360  0.20
H -3.8303 1.5770 0.3845  0.22
H -2.8276 1.5622 1.7918  0.20
H -3.1012 -0.0006 1.1713  0.21
H 0.0477 3.7092 -2.4577  0.47
H -1.3119 3.9227 -2.8379  0.46
O -0.7264 3.1640 -2.5743  -0.92

Cartesian forces (eV/Å) of the 3 atoms listed first:
C -0.56 -0.48 -0.76
C -2.04 -0.08 -2.62
C 1.92 2.41 1.16

Here is a cluster of 2 separate species, C2H8N2P in total from the Open Molecules 2025 dataset. Energies are from wB97M-V/def2-TZVPD.

Output
LUMO (alpha / beta) = -0.17873 / -0.22269 hartree
Net charge = +1
Multiplicity = 3
Calculated total energy = -531.452527 hartree
Largest force on an atom = 6.3 eV/A
Relative energy (zero: lowest compared OMol25 entry of this formula, charge and spin) = 0.0 kcal per mole
Expectation value of S² = 2.0073
HOMO level (alpha / beta) = -0.3784 / -0.5201 Eh

Each line ends with the Löwdin spin population.
Positions of all 13 atoms, in Å:
C -1.1419 0.4479 0.9256  0.01
C 2.3434 0.8393 0.8552  0.83
N 1.3324 -1.2311 -0.1943  0.28
N -1.0538 1.5368 0.3295  0.06
P 1.6826 0.3919 -0.6260  0.70
H -2.0664 0.2324 1.4868  0.00
H -0.2988 -0.2891 0.8607  0.01
H 2.5623 1.9353 1.1499  0.03
H 2.6675 0.1027 1.6365  0.04
H 2.0294 -1.8997 0.2680  0.01
H -1.7874 2.1958 0.4247  0.00
H 0.7668 -1.7318 -0.8286  0.00
H -0.1638 1.8733 -0.2183  0.02

Cartesian forces (eV/Å) of the 3 atoms listed first:
C 0.18 -2.30 0.95
C 2.71 2.09 5.34
N 1.74 -0.30 1.36

Here is a cluster of 3 separate species, C2H11NO2S in total from the Open Molecules 2025 dataset. Energies are from wB97M-V/def2-TZVPD.

Output
LUMO = 0.02121 hartree
Calculated total energy = -686.169949 hartree
Largest force on an atom = 5.3 eV/A
Relative energy (zero: lowest compared OMol25 entry of this formula, charge and spin) = 28.5 kcal per mole
HOMO level = -0.3299 Eh

Each line ends with the natural charge from an NBO analysis.
Positions of all 17 atoms, in Å:
C -0.5537 -1.1961 -0.8561  -0.23
C 0.9283 -0.6781 -0.7317  -0.55
S 1.6057 0.4555 -2.0031  -0.07
N -1.0099 -1.4917 0.4650  -0.84
H -1.2765 -0.4502 -1.2743  0.21
H -0.7313 -2.1847 -1.4168  0.20
H 0.9639 -0.1019 0.2147  0.22
H 1.6520 -1.4909 -0.4776  0.21
H 1.4778 -0.5289 -2.8841  0.13
H -0.6090 -2.3534 0.8535  0.36
H -1.1208 -0.7966 1.1423  0.35
H 2.2696 2.0238 1.3535  0.46
H 1.8465 2.1792 -0.0347  0.47
O 1.5961 2.4183 0.9187  -0.92
H -1.7230 0.8842 1.4761  0.46
H -2.6620 2.1479 1.5711  0.48
O -2.6538 1.1637 1.6835  -0.94

Cartesian forces (eV/Å) of the 3 atoms listed first:
C -0.16 -0.23 -0.20
C 0.04 0.08 0.96
S -0.47 -0.87 0.34

Here is a cluster of 2 separate species, C3H6N in total from the Open Molecules 2025 dataset. Energies are from wB97M-V/def2-TZVPD.

Output
LUMO (alpha / beta) = 0.01669 / -0.05502 hartree
Multiplicity = 2
Calculated total energy = -172.552974 hartree
Largest force on an atom = 2.3 eV/A
Relative energy (zero: lowest compared OMol25 entry of this formula, charge and spin) = 0.0 kcal per mole
Expectation value of S² = 0.7662
HOMO level (alpha / beta) = -0.3655 / -0.4229 Eh

Each line ends with the Löwdin spin population.
Positions of all 10 atoms, in Å:
C -0.2785 -0.6594 -0.6160  0.08
C -0.1107 -1.9188 -1.2461  0.62
C 0.4184 1.7825 1.8769  0.00
N -0.2179 0.4738 -0.8484  0.24
H -0.0595 1.3462 0.9995  0.00
H -0.3306 -1.7929 -2.2956  0.03
H -0.2943 -2.8796 -0.7936  0.04
H -0.1190 2.6076 2.3307  0.00
H 0.5336 0.9747 2.6049  0.00
H 1.4390 2.0496 1.6005  0.00

Cartesian forces (eV/Å) of the 3 atoms listed first:
C 0.80 -0.81 -1.95
C -1.17 0.01 0.58
C 0.49 -0.81 0.12

Here is a structure of composition C24H36BN5O9Pb2 from the Open Molecules 2025 dataset. Energies are from wB97M-V/def2-TZVPD.

Output
LUMO = -0.35213 hartree
Net charge = +2
Calculated total energy = -2297.166018 hartree
Largest force on an atom = 3.8 eV/A
Relative energy (zero: lowest compared OMol25 entry of this formula, charge and spin) = 0.0 kcal per mole
HOMO level = -0.4986 Eh

Each line ends with the Löwdin charge.
Positions of all 77 atoms, in Å:
Pb 2.0251 1.9598 6.5270  1.56
Pb -0.1155 -1.4436 6.6069  1.68
O -0.0906 -0.8564 4.1439  -0.09
C 0.0440 -0.1376 3.1589  -0.36
O -0.3435 -0.3912 1.9786  0.29
B -0.0079 0.7893 1.0948  -0.87
O 0.6278 1.7504 1.9933  0.32
C 0.6992 1.2670 3.1798  -0.35
O 1.1692 1.8033 4.1561  -0.07
O -1.2089 1.2986 0.4439  0.22
C -0.9883 1.4476 -0.8660  -0.39
O -1.5936 2.1042 -1.6282  0.23
C 0.2796 0.6578 -1.1784  -0.38
O 0.8249 0.3160 -0.0011  0.23
O 0.6900 0.3342 -2.2323  0.21
O 2.0734 -0.3715 6.1687  -0.66
H 2.3217 -0.4901 5.2431  -0.02
C 2.8502 6.0338 3.0371  -0.08
C 3.0513 4.7784 2.2212  -0.26
C 4.2483 3.8815 2.5594  -0.12
C 4.0293 3.2583 3.8661  -0.14
N 3.8547 2.7654 4.8941  0.07
H 3.0341 5.8456 4.1007  0.07
H 1.8626 6.4614 2.8905  0.09
H 3.5697 6.8041 2.7526  0.09
H 3.0435 5.0130 1.1492  0.13
H 2.1520 4.1545 2.1545  0.10
H 5.1044 4.5479 2.7200  0.15
H 4.5366 3.0838 1.8781  0.14
C -4.0524 2.5210 3.4328  -0.08
C -3.5709 1.6575 4.6045  -0.24
C -3.9099 0.2087 4.3070  -0.16
C -3.2198 -0.7412 5.1942  -0.16
N -2.6824 -1.4821 5.8963  0.05
H -3.9699 3.6028 3.4731  0.09
H -5.1247 2.3114 3.3318  0.09
H -3.6671 2.1792 2.4703  0.08
H -4.0376 1.9699 5.5373  0.12
H -2.4823 1.7759 4.6567  0.10
H -3.5255 -0.0677 3.3117  0.14
H -4.9397 -0.1578 4.2595  0.15
C 3.3101 -1.6188 -5.3918  -0.08
C 3.3422 -2.0787 -3.9289  -0.25
C 2.9500 -3.5456 -3.6637  -0.18
C 3.2295 -3.8623 -2.2666  -0.26
N 3.4803 -4.1310 -1.1847  0.13
H 3.6206 -0.5787 -5.4947  0.08
H 2.2801 -1.6343 -5.7397  0.05
H 4.0423 -2.2496 -5.8941  0.08
H 2.7141 -1.3817 -3.3674  0.09
H 4.3541 -1.9732 -3.5312  0.11
H 3.4095 -4.2828 -4.3241  0.13
H 1.8802 -3.7612 -3.7842  0.10
C -0.7489 -2.8786 -1.3174  -0.08
C -1.5434 -2.4469 -0.0925  -0.23
C -3.0308 -2.8475 -0.1464  -0.18
C -3.6213 -2.9377 -1.4761  -0.23
N -4.0130 -3.0502 -2.5471  0.18
H -0.9522 -2.1584 -2.1132  0.05
H -1.0163 -3.8612 -1.7018  0.09
H 0.3239 -2.8405 -1.1274  0.08
H -1.5284 -1.3679 0.0495  0.08
H -1.1700 -2.9089 0.8239  0.11
H -3.7099 -2.2103 0.4328  0.11
H -3.1508 -3.8282 0.3278  0.12
C -2.2980 -0.4041 -6.2386  -0.10
C -1.9162 -1.1292 -4.9511  -0.25
C -0.4544 -1.6260 -5.0016  -0.19
C -0.3713 -2.9823 -5.5455  -0.25
N -0.2832 -4.0376 -5.9802  0.15
H -2.1174 -1.0455 -7.1094  0.08
H -1.6229 0.4298 -6.4383  0.08
H -3.3540 -0.1526 -6.2591  0.08
H -2.6471 -1.8997 -4.7100  0.09
H -1.9295 -0.4554 -4.0879  0.10
H -0.0930 -1.6949 -3.9766  0.08
H 0.0743 -1.0110 -5.7298  0.11

Cartesian forces (eV/Å) of the 3 atoms listed first:
Pb 1.01 -0.53 -1.67
Pb 0.16 -0.09 -1.47
O -0.06 -0.35 1.14